The following is a quantum chemistry calculation of a molecular structure, C28H28FLuN8O2SSi at a distorted geometry, from the OMol25 dataset.

Computed properties:
- frontier orbital gap (eV) = 6.4123
- E_LUMO (eV) = -0.452

Atoms and positions in Å:
Lu1 -1.2261 -0.8580 -1.0578
O1 -3.5286 2.1039 -3.3095
C1 -3.1251 1.2464 -2.5751
N1 -2.3184 0.1911 -2.8976
C2 -1.8497 0.1055 -4.1942
O2 -2.2260 0.6586 -5.1908
C3 -0.7959 -0.9931 -4.2847
C4 -0.3918 -1.4371 -5.5228
C5 0.4775 -2.5305 -5.6043
C6 1.0204 -3.0622 -4.4508
C7 0.5049 -2.6128 -3.2424
N2 -0.4103 -1.6208 -3.1440
C8 -3.5947 1.3850 -1.1292
C9 -4.6625 2.1953 -0.9014
C10 -5.2655 2.2104 0.3597
C11 -4.7120 1.3702 1.2913
C12 -3.6090 0.5541 0.9650
N3 -3.0340 0.5318 -0.2260
H1 -0.7755 -0.8803 -6.3423
H2 0.7963 -2.9180 -6.5995
H3 1.7556 -3.8763 -4.5782
H4 0.7157 -3.1327 -2.2314
H5 -5.0574 2.7248 -1.8102
H6 -6.1093 2.8742 0.5303
H7 -5.1918 1.1187 2.2074
H8 -3.1421 0.0252 1.7557
N4 -0.5276 -4.3911 1.9644
C13 -0.5205 -3.2781 1.0848
S1 -2.0347 -2.9848 0.2206
N5 0.5194 -2.4912 1.0809
N6 0.3576 -1.3223 0.2844
C14 1.5263 -0.5312 0.4873
C15 1.6771 0.4692 -0.6331
C16 2.9704 0.9132 -0.9731
C17 3.0192 1.8705 -1.9857
C18 1.8170 2.2734 -2.6276
C19 0.6288 1.7166 -2.2653
N7 0.5785 0.8898 -1.2316
H9 -1.0474 -5.1838 1.5425
H10 0.4494 -4.6540 2.1618
H11 2.3712 -1.1825 0.5107
H12 3.8439 0.3977 -0.4809
H13 3.9935 2.2557 -2.2064
H14 1.8944 2.8925 -3.5111
H15 -0.2533 1.9011 -2.8066
C20 1.1761 -1.7627 4.0523
Si1 2.3634 -0.7758 3.1052
C21 3.7053 -1.9367 2.5374
C22 3.1258 0.4516 4.3055
N8 1.6546 0.1581 1.8350
C23 0.8445 1.2992 1.9713
C24 1.2745 2.5836 1.5565
C25 0.4448 3.7259 1.5301
C26 -0.9122 3.6383 1.9338
C27 -1.2864 2.4245 2.4350
C28 -0.4432 1.3150 2.4387
F1 -0.9567 0.1599 2.9598
H16 1.5711 -2.7864 4.0800
H17 0.1633 -1.8183 3.6363
H18 0.9395 -1.4959 5.0860
H19 4.2925 -2.2235 3.4055
H20 4.4123 -1.5170 1.7797
H21 3.1949 -2.8235 2.1943
H22 3.3090 -0.0044 5.2877
H23 2.3529 1.2232 4.4821
H24 3.9199 1.0930 3.9296
H25 2.3091 2.7736 1.2412
H26 0.9046 4.6837 1.1567
H27 -1.6215 4.4364 1.7673
H28 -2.2458 2.2445 2.8594

Results of the Mulliken charge analysis, in e, for atoms 1 through 6: number 1, Lu, carries 1.06; number 2, O, carries -0.64; number 3, C, carries 0.11; number 4, N, carries -0.24; number 5, C, carries -0.09; number 6, O, carries -0.63


The following is a quantum chemistry calculation of a molecular structure, C28H28N2PbSi at a distorted geometry, from the OMol25 dataset.

Computed properties:
- frontier orbital gap (eV) = 3.5605
- E_LUMO (eV) = -8.524
- total charge = +2

Atoms and positions in Å:
C1 0.9286 -1.2436 4.3190
C2 1.0500 -2.1801 3.2492
C3 2.1147 -1.7403 2.4082
H1 0.4774 -3.0956 3.1356
C4 2.6591 -0.5382 2.9614
C5 1.9209 -0.2360 4.1363
H2 2.1343 0.5825 4.8348
H3 0.2526 -1.3288 5.1731
H4 2.5006 -2.2710 1.5239
H5 3.5268 -0.0004 2.5933
Pb1 -0.2038 0.2593 1.6161
C6 0.2769 0.3043 -1.7714
H6 1.3246 0.4291 -1.5072
H7 -0.1830 1.0514 -1.1090
H8 -0.0445 -0.6506 -1.3275
Si1 -0.0911 0.0493 -3.6316
C7 -1.2730 -1.2878 -4.1472
C8 -0.9284 -2.5544 -3.6463
H9 0.0242 -2.6897 -3.1208
C9 -1.7728 -3.6526 -3.8217
H10 -1.5043 -4.5955 -3.3427
C10 -2.9364 -3.5447 -4.5792
H11 -3.5947 -4.4040 -4.6906
C11 -3.2296 -2.3215 -5.1833
H12 -4.1269 -2.2485 -5.7991
C12 -2.3941 -1.2055 -4.9950
H13 -2.6246 -0.2796 -5.5295
C13 1.6512 -0.3190 -4.2368
C14 2.0149 -1.2253 -5.2406
H14 1.2619 -1.6503 -5.9037
C15 3.3643 -1.5713 -5.3579
H15 3.6583 -2.3012 -6.1063
C16 4.3324 -1.0006 -4.5345
H16 5.3742 -1.2990 -4.5996
C17 3.9651 -0.0128 -3.6172
H17 4.6905 0.4599 -2.9625
C18 2.6414 0.3865 -3.5426
H18 2.3793 1.2309 -2.8946
H19 -0.8267 1.1806 -2.8209
H20 -0.3573 1.1700 -4.5390
C19 1.3695 4.2750 3.3459
C20 0.3526 4.6701 4.2166
C21 -0.7572 3.8405 4.4034
C22 -0.8502 2.6405 3.6977
N1 0.1222 2.3111 2.8027
C23 1.2261 3.0751 2.6664
C24 -1.9572 1.7111 3.8945
C25 -3.0061 1.9399 4.7675
C26 -3.9993 0.9786 4.9304
C27 -3.9364 -0.2360 4.2369
C28 -2.8708 -0.4251 3.3625
N2 -1.9515 0.5455 3.1791
H21 2.2508 4.8859 3.1918
H22 0.4029 5.6147 4.7586
H23 -1.5517 4.1067 5.0910
H24 2.0145 2.7144 1.9931
H25 -3.0365 2.8830 5.3231
H26 -4.8279 1.1760 5.6016
H27 -4.6721 -1.0098 4.3500
H28 -2.7551 -1.3530 2.7947

Results of the Mulliken charge analysis, in e, for atoms 1 through 6: number 1, C, carries -0.49; number 2, C, carries -0.61; number 3, C, carries -0.72; number 4, H, carries 0.47; number 5, C, carries -0.58; number 6, C, carries -0.41


The following is a quantum chemistry calculation of a molecular structure, C28H28N5OSV at a distorted geometry, from the OMol25 dataset.

Computed properties:
- frontier orbital gap (spin up / spin down) (eV) = 7.4492 / 7.3902
- E_LUMO (spin up / spin down) (eV) = -2.180 / -2.493
- total charge = +1
- spin multiplicity = 4

Atoms and positions in Å:
V1 0.0465 -0.1502 -0.4206
C1 6.5550 -2.1098 -1.5301
C2 5.1153 -1.9823 -1.1504
C3 4.3620 -3.0731 -0.7270
C4 3.0484 -2.9206 -0.3504
C5 2.3946 -1.6754 -0.3807
N1 1.0894 -1.5191 0.0333
C6 0.5447 -2.5316 0.8214
C7 1.2268 -3.0346 1.9375
C8 0.7779 -4.1440 2.6200
C9 -0.3769 -4.8134 2.2208
C10 -0.8390 -6.0642 2.9010
C11 -1.1067 -4.2793 1.1692
C12 -0.6775 -3.1499 0.4782
N2 -1.4155 -2.6690 -0.6112
C13 -2.2976 -3.3519 -1.3750
C14 -2.7174 -2.5078 -2.3765
C15 -2.0366 -1.3104 -2.1515
N3 -1.2650 -1.4217 -1.0742
C16 3.1340 -0.5905 -0.9086
C17 4.4767 -0.7569 -1.2391
N4 2.5774 0.6893 -1.0770
C18 3.1122 1.6771 -1.8284
C19 2.4577 2.8439 -1.5072
C20 1.5237 2.4733 -0.5405
N5 1.5782 1.1625 -0.3102
H1 6.9723 -3.0456 -1.1716
H2 7.1401 -1.2888 -1.1209
H3 6.6562 -2.0838 -2.6150
H4 4.8118 -4.0520 -0.6807
H5 2.4959 -3.7888 -0.0249
H6 2.1407 -2.5444 2.2431
H7 1.3484 -4.5108 3.4582
H8 -0.0210 -6.5420 3.4333
H9 -1.2387 -6.7712 2.1762
H10 -1.6266 -5.8378 3.6207
H11 -2.0254 -4.7644 0.8799
H12 -2.5386 -4.3791 -1.2003
H13 -3.4173 -2.7388 -3.1532
H14 -2.0705 -0.3920 -2.7141
H15 5.0526 0.0958 -1.5607
H16 3.8811 1.4997 -2.5517
H17 2.6246 3.8142 -1.9277
H18 0.8615 3.1139 0.0127
C21 -5.6006 -0.9093 3.4395
C22 -4.5921 -0.1681 2.6205
C23 -3.5912 0.5740 3.2418
C24 -2.6365 1.2368 2.4915
C25 -2.6826 1.1615 1.1085
C26 -3.6780 0.4434 0.4655
C27 -4.6245 -0.2165 1.2274
S1 -1.3941 2.0287 0.2002
C28 -2.3833 3.4868 -0.2998
O1 -1.2267 1.3161 -1.0995
H19 -5.4166 -0.7601 4.5005
H20 -5.5544 -1.9760 3.2240
H21 -6.6095 -0.5706 3.2094
H22 -3.5535 0.6375 4.3189
H23 -1.8574 1.8191 2.9663
H24 -3.7007 0.4045 -0.6149
H25 -5.4155 -0.7610 0.7362
H26 -3.2959 3.1576 -0.7808
H27 -1.7789 4.0557 -0.9987
H28 -2.5945 4.0784 0.5811

Results of the Mulliken charge analysis, in e, for atoms 1 through 6: number 1, V, carries 0.88; number 2, C, carries -1.62; number 3, C, carries 0.10; number 4, C, carries -1.18; number 5, C, carries -0.25; number 6, C, carries 0.64


The following is a quantum chemistry calculation of a molecular structure, C28H28NO2PRhS at a distorted geometry, from the OMol25 dataset.

Computed properties:
- frontier orbital gap (eV) = 8.0297
- E_LUMO (eV) = -2.930
- total charge = +1

Atoms and positions in Å:
Rh1 1.1171 -0.4726 -0.1104
S1 2.9547 0.3313 -1.3217
C1 3.5679 -1.2619 -0.9413
C2 4.7557 -1.8709 -1.3221
C3 4.9916 -3.1557 -0.8720
C4 4.0593 -3.8022 -0.0635
C5 2.9008 -3.1306 0.2661
N1 2.6694 -1.8902 -0.1686
H1 5.4623 -1.3454 -1.9483
H2 5.9078 -3.6610 -1.1475
H3 4.2324 -4.8034 0.3017
H4 2.1402 -3.5718 0.8969
O1 2.3822 0.2886 2.0961
C6 1.9007 0.7684 1.1246
C7 1.8034 2.2361 0.7815
C8 2.7058 3.1646 1.2800
C9 2.5090 4.5029 0.9701
C10 1.4041 4.9021 0.2248
C11 0.4781 3.9744 -0.2334
C12 0.6942 2.6324 0.0327
P1 -0.3259 1.1682 -0.2268
C13 -1.4985 1.3883 1.1482
C14 -2.5885 2.2568 1.0976
C15 -3.3893 2.4379 2.2131
C16 -3.1037 1.7725 3.3978
C17 -2.0019 0.9351 3.4699
C18 -1.2052 0.7472 2.3515
C19 -1.2403 1.1587 -1.8007
C20 -0.4268 1.0321 -2.9343
C21 -0.9819 0.9970 -4.2008
C22 -2.3603 1.0647 -4.3553
C23 -3.1749 1.1616 -3.2385
C24 -2.6209 1.2139 -1.9665
H5 3.5499 2.8393 1.8723
H6 3.2145 5.2448 1.3188
H7 1.2577 5.9526 0.0128
H8 -0.3942 4.2920 -0.7904
H9 -2.8033 2.8252 0.2025
H10 -4.2345 3.1109 2.1600
H11 -3.7298 1.9221 4.2668
H12 -1.7607 0.4299 4.3957
H13 -0.3439 0.0924 2.4126
H14 0.6488 0.9496 -2.8191
H15 -0.3402 0.9074 -5.0671
H16 -2.7973 1.0316 -5.3441
H17 -4.2501 1.1941 -3.3519
H18 -3.2826 1.2519 -1.1136
C25 -0.7454 -3.9220 -1.0173
C26 -1.1127 -2.4756 -0.7730
O2 -0.4398 -1.9118 0.3778
C27 -0.7369 -2.5214 1.6526
C28 -2.2076 -2.4616 2.0034
H19 -1.1823 -4.2380 -1.9647
H20 -1.1284 -4.5865 -0.2436
H21 0.3358 -4.0447 -1.0882
H22 -2.1880 -2.3445 -0.6432
H23 -0.8050 -1.8484 -1.6120
H24 -0.1417 -1.9642 2.3735
H25 -0.3706 -3.5507 1.6449
H26 -2.5901 -1.4477 1.8908
H27 -2.3316 -2.7570 3.0454
H28 -2.8086 -3.1389 1.3972

Results of the Mulliken charge analysis, in e, for atoms 1 through 6: number 1, Rh, carries -0.05; number 2, S, carries -0.33; number 3, C, carries 0.66; number 4, C, carries -0.83; number 5, C, carries -0.09; number 6, C, carries -1.01


For reference, energy relative to the best compared isomer or geometry (same formula, charge and spin) by record: 0.374; 0.847; 1.176; 0.000 eV.